1.
Entry from the Open Molecules 2025 dataset: a structure of composition C19H7Cl2CoF5NO4S2 (wB97M-V/def2-TZVPD).

Each line ends with the Löwdin spin population.
Positions of all 41 atoms, in Å:
Co 0.3258 0.0595 -1.7301  2.682
Cl 2.5958 -0.0506 -2.5661  0.039
C 3.0183 1.6211 -2.3799  0.010
C 4.3473 1.9505 -2.1962  0.000
C 4.6949 3.2804 -2.0441  0.009
C 3.7206 4.2631 -2.0823  -0.001
C 2.3925 3.9201 -2.2700  0.009
Cl 1.2036 5.1647 -2.3081  0.005
C 1.9965 2.5782 -2.4142  0.013
S 0.3134 2.1592 -2.6193  0.128
H 5.0983 1.1726 -2.1686  0.000
H 5.7302 3.5518 -1.8905  0.001
H 3.9867 5.3041 -1.9609  0.000
F -5.7841 -2.9392 -2.0383  0.032
C -4.4970 -2.7331 -2.1865  0.091
C -4.0160 -1.4382 -2.3343  -0.010
F -4.8505 -0.4133 -2.3235  -0.009
C -2.6661 -1.2430 -2.5058  0.070
F -2.2405 -0.0085 -2.7099  0.031
C -1.7438 -2.3032 -2.5107  0.079
S -0.0499 -2.0807 -2.7234  0.621
C -2.2689 -3.5969 -2.3601  0.069
F -1.4544 -4.6339 -2.3464  0.020
C -3.6209 -3.8104 -2.2046  -0.009
F -4.0925 -5.0414 -2.0696  -0.009
O 1.1729 0.4565 0.2153  0.048
C 0.1495 -0.0565 0.7301  0.009
O -0.7653 -0.5083 -0.0303  0.064
C 0.0031 -0.1641 2.2093  0.002
C 0.9185 0.4564 3.0505  0.001
C 0.7822 0.3354 4.4218  0.000
C -0.2700 -0.4104 4.9286  0.000
C -1.1933 -1.0327 4.1027  0.000
C -1.0535 -0.9031 2.7338  0.001
N -0.4095 -0.5529 6.3846  0.000
O -1.3403 -1.2161 6.8004  0.000
O 0.4127 0.0028 7.0870  0.000
H 1.7296 1.0261 2.6191  0.000
H 1.4758 0.8077 5.1011  0.000
H -2.0011 -1.6031 4.5352  0.000
H -1.7506 -1.3708 2.0543  0.000

Cartesian forces (eV/Å) of the 2 atoms listed first:
-0.4 1.0 0.5
0.6 -0.5 -0.2

Properties
- LUMO energy (spin up / spin down): -0.756 / -4.074 eV
- Frontier orbital gap (spin up / spin down): 7.335 / 4.071 eV
- E_tot: -127423.4566 eV
- Spin multiplicity: 5
- <S²>: 6.03

2.
Entry from the Open Molecules 2025 dataset: a cluster of 2 separate species, C5H12O in total (wB97M-V/def2-TZVPD).

Each line ends with the natural charge from an NBO analysis.
Positions of all 18 atoms, in Å:
C 0.5842 0.8319 -1.3264  -0.384
C 1.1202 0.5717 -0.1352  -0.213
C 1.3757 -0.8055 0.4176  -0.442
C 1.1024 -0.9658 1.9170  -0.602
H 0.4515 1.8447 -1.6896  0.214
H 0.2036 0.0453 -1.9742  0.194
H 1.4564 1.4136 0.4728  0.200
H 0.7973 -1.5440 -0.1537  0.204
H 2.4328 -1.0334 0.2291  0.214
H 1.6709 -0.2357 2.5061  0.205
H 1.3973 -1.9651 2.2596  0.213
H 0.0410 -0.8311 2.1550  0.205
C -2.5354 0.1822 -0.8802  -0.251
O -1.9016 1.3419 -0.3963  -0.741
H -3.4132 -0.0457 -0.2680  0.168
H -1.8845 -0.7019 -0.8771  0.160
H -2.8582 0.3393 -1.9162  0.170
H -1.0510 1.0971 -0.0096  0.486

Cartesian forces (eV/Å) of the 2 atoms listed first:
0.3 -0.1 0.1
0.1 0.0 -0.2

Properties
- SMILES: C=CCC.CO
- LUMO energy: 1.029 eV
- Frontier orbital gap: 10.602 eV
- E_tot: -7425.8016 eV
- Relative energy (zero: lowest compared OMol25 entry of this formula, charge and spin): 34.8 kcal per mole

3.
Entry from the Open Molecules 2025 dataset: an isolated molecule of C21H29NO4 (wB97M-V/def2-TZVPD).

Each line ends with the natural charge from an NBO analysis.
Positions of all 55 atoms, in Å:
C 5.4454 2.1382 0.7946  -0.631
C 3.9874 2.4401 0.4866  -0.075
O 3.3233 1.3242 -0.1076  -0.523
C 2.7656 0.4329 0.7142  0.835
O 2.8314 0.5045 1.9152  -0.622
C 2.0301 -0.6826 -0.0214  -0.166
C 2.8755 -1.9661 0.1336  -0.363
C 4.2898 -1.8560 -0.3855  -0.241
C 5.4010 -1.4718 0.5430  -0.426
C 5.2944 -2.8821 0.0492  -0.415
C 1.7629 -0.3616 -1.4941  -0.396
C 0.7435 0.7625 -1.6627  -0.217
N -0.4973 0.4254 -0.9933  -0.449
C -1.5485 1.3890 -1.2606  -0.228
C -2.8903 0.8690 -0.8237  -0.012
C -3.8219 1.7037 -0.2183  -0.217
C -5.0608 1.2228 0.1598  -0.159
C -5.3834 -0.1133 -0.0599  -0.192
C -6.6942 -0.6796 0.3279  0.786
O -7.0199 -1.8300 0.1585  -0.597
O -7.5044 0.2299 0.8973  -0.510
C -8.7803 -0.2459 1.2936  -0.258
C -4.4496 -0.9548 -0.6635  -0.157
C -3.2178 -0.4657 -1.0436  -0.176
C -0.2657 0.2670 0.4301  -0.231
C 0.6797 -0.9014 0.6782  -0.385
H 5.5116 1.3549 1.5446  0.222
H 5.9600 1.8125 -0.1059  0.209
H 5.9282 3.0338 1.1756  0.217
H 3.9021 3.2445 -0.2484  0.187
H 3.4588 2.7157 1.4054  0.201
H 2.9095 -2.2232 1.1945  0.216
H 2.3595 -2.7751 -0.3920  0.211
H 4.3646 -1.5116 -1.4092  0.215
H 6.2044 -0.8583 0.1644  0.214
H 5.1516 -1.2771 1.5750  0.220
H 6.0203 -3.2327 -0.6686  0.214
H 4.9731 -3.6414 0.7457  0.211
H 2.6848 -0.0766 -1.9990  0.223
H 1.3665 -1.2606 -1.9697  0.211
H 0.5349 0.8955 -2.7282  0.201
H 1.1655 1.7083 -1.2787  0.168
H -1.5805 1.5550 -2.3438  0.212
H -1.3484 2.3647 -0.7802  0.170
H -3.5738 2.7408 -0.0416  0.211
H -5.7812 1.8745 0.6288  0.230
H -9.3247 -0.6370 0.4313  0.194
H -8.6757 -1.0443 2.0316  0.193
H -9.3033 0.6050 1.7225  0.194
H -4.7160 -1.9884 -0.8252  0.234
H -2.4855 -1.1084 -1.5067  0.222
H -1.2246 0.0706 0.9161  0.216
H 0.1590 1.1882 0.8724  0.164
H 0.8407 -1.0147 1.7509  0.232
H 0.2226 -1.8128 0.2908  0.211

Cartesian forces (eV/Å) of the 2 atoms listed first:
-0.4 -0.1 -0.1
0.2 0.4 0.4

Properties
- SMILES: CCOC(=O)C1(CC2CC2)CCN(Cc2ccc(C(=O)OC)cc2)CC1
- LUMO energy: 0.656 eV
- Frontier orbital gap: 9.450 eV
- E_tot: -31928.1240 eV
- Relative energy (zero: lowest compared OMol25 entry of this formula, charge and spin): 33.6 kcal per mole

4.
Entry from the Open Molecules 2025 dataset: a cluster of 2 separate species, C5H12O in total (wB97M-V/def2-TZVPD).

Each line ends with the natural charge from an NBO analysis.
Positions of all 18 atoms, in Å:
C -0.7740 -2.5508 -1.9504  -0.525
C 0.3897 -3.1683 -1.7656  0.145
O 0.6924 -4.4836 -1.9712  -0.671
H -0.8792 -1.4943 -2.1407  0.214
H -1.7105 -3.0879 -1.8076  0.203
H 1.2160 -2.5451 -1.4217  0.155
H 1.6400 -4.4949 -2.0422  0.481
C 0.0878 0.8965 0.5662  -0.621
C 0.5393 2.2795 1.0902  -0.397
C -0.6408 2.8462 1.9316  -0.602
H 0.9904 0.2720 0.5323  0.206
H -0.7382 0.3889 1.0509  0.212
H -0.1469 1.0028 -0.4966  0.207
H 1.4478 2.3530 1.6877  0.198
H 0.7254 2.9636 0.2573  0.194
H -0.5247 3.9137 2.1155  0.204
H -0.6926 2.2722 2.8624  0.199
H -1.6219 2.6366 1.5021  0.200

Cartesian forces (eV/Å) of the 2 atoms listed first:
-0.9 -1.0 0.5
0.4 1.3 -0.4

Properties
- SMILES: C=CO.CCC
- LUMO energy: 0.796 eV
- Frontier orbital gap: 9.685 eV
- E_tot: -7425.2761 eV
- Relative energy (zero: lowest compared OMol25 entry of this formula, charge and spin): 46.9 kcal per mole

5.
Entry from the Open Molecules 2025 dataset: a cluster of 2 separate species, C10H10N4 in total (wB97M-V/def2-TZVPD).

Each line ends with the natural charge from an NBO analysis.
Positions of all 24 atoms, in Å:
C -2.6997 -1.7913 -1.3546  0.410
C 3.4849 -0.9188 -0.2354  -0.013
C 3.2205 0.4660 -0.4442  -0.160
C 2.4249 -1.8236 -0.0972  -0.173
C 1.9227 0.8994 -0.4976  -0.173
C 1.1386 -1.3188 -0.1085  -0.164
C 0.8849 0.0442 -0.2027  0.048
C -2.0684 2.1276 -0.2524  0.362
C -1.5697 0.1918 0.7317  0.439
C -0.4182 0.6500 0.0104  0.123
N -3.7348 -1.6973 -0.8926  -0.403
N -0.7672 1.9098 -0.4151  -0.464
N -2.5151 1.1340 0.5609  -0.488
N -1.9122 -0.9099 1.4498  -0.674
H 4.4047 -1.3630 0.0355  0.256
H 3.9203 1.2480 -0.5427  0.261
H 2.5220 -2.8368 0.0120  0.253
H 1.7592 1.8978 -0.6823  0.213
H 0.2924 -2.0114 -0.0392  0.224
H -2.5771 2.9141 -0.6226  0.266
H -0.2900 2.7382 -0.9492  0.504
H -3.4593 0.8446 0.7386  0.471
H -2.7267 -0.8163 2.0483  0.440
H -1.2368 -1.5783 1.7490  0.444

Cartesian forces (eV/Å) of the 2 atoms listed first:
2.5 -0.5 -1.5
-1.0 0.4 0.9

Properties
- Charge: +2
- LUMO energy (spin up / spin down): -11.108 / -10.819 eV
- Frontier orbital gap (spin up / spin down): 6.240 / 5.970 eV
- E_tot: -16470.3131 eV
- Relative energy (zero: lowest compared OMol25 entry of this formula, charge and spin): 72.4 kcal per mole

6.
Entry from the Open Molecules 2025 dataset: a cluster of 2 separate species, C10H16O in total (wB97M-V/def2-TZVPD).

Each line ends with the natural charge from an NBO analysis.
Positions of all 27 atoms, in Å:
C -0.4723 -2.2258 3.2056  -0.633
C -0.3886 -1.5958 1.8243  -0.445
C 0.7104 -0.5029 1.5742  -0.003
C 1.8261 -0.5718 2.4114  -0.210
C 2.7652 0.4631 2.3112  -0.213
C 2.6316 1.3741 1.2759  -0.211
C 1.5219 1.4295 0.3546  -0.196
C 0.6072 0.3868 0.5492  -0.221
H 0.4919 -2.0444 3.7794  0.208
H -0.3870 -3.3521 3.3802  0.222
H -1.3306 -1.9081 3.8382  0.219
H -0.2024 -2.3319 0.9587  0.218
H -1.4124 -1.3354 1.5015  0.224
H 2.0334 -1.2971 3.2124  0.215
H 3.6407 0.4590 2.8371  0.207
H 3.4433 2.0857 1.0065  0.205
H 1.3934 2.0563 -0.4644  0.209
H -0.2521 0.4194 -0.0735  0.203
C -1.2266 1.0732 -4.2050  -0.661
C -2.6734 0.7624 -3.7261  -0.064
O -2.6022 0.8290 -2.3316  -0.716
H -0.5380 0.1853 -4.3217  0.218
H -0.5908 1.6696 -3.4900  0.194
H -1.0787 1.5951 -5.2369  0.221
H -3.3484 1.4537 -4.0809  0.169
H -2.8624 -0.2875 -3.9382  0.177
H -1.6993 1.2106 -2.1520  0.464

Cartesian forces (eV/Å) of the 2 atoms listed first:
1.8 -1.4 2.2
-0.1 -1.0 -2.6

Properties
- SMILES: CCc1ccccc1.CCO
- LUMO energy: 0.826 eV
- Frontier orbital gap: 9.691 eV
- E_tot: -12674.7408 eV
- Relative energy (zero: lowest compared OMol25 entry of this formula, charge and spin): 68.8 kcal per mole